Record 1
Below is a molecular structure, C13H41N12O10PS in a non-equilibrium geometry, with properties calculated with wB97M-V/def2-TZVPD.

The geometry in XYZ format:
```
78
Properties=species:S:1:pos:R:3:forces:R:3
C -3.68112 -0.35543 -0.52577 0.1 -0.1 -0.6
C -4.43903 -1.65019 -1.02083 0.1 0.8 -0.1
C -3.80119 -2.30807 -2.30013 -0.8 0.4 0.3
O -2.61380 -3.07296 -2.01612 -0.6 -0.5 -1.2
C -2.29004 -3.92729 -3.11919 -0.2 0.0 0.3
O -1.70926 -5.19688 -2.63092 -0.4 0.8 1.2
S -1.65140 -5.25132 -0.91656 1.9 0.8 0.2
O -0.20906 -5.40112 -0.56703 -2.5 -0.6 -0.9
O -2.52064 -6.65745 -0.59868 1.3 1.1 0.1
P -2.83909 -6.89425 1.07466 -0.2 -1.2 1.1
C -1.21980 -7.44574 1.90780 0.0 0.0 -0.9
C -3.26309 -5.28743 1.95773 -0.5 1.1 0.1
C -4.84304 -5.16296 2.18808 1.2 -0.2 0.5
H -2.58638 -0.53865 -0.32860 -1.1 0.0 -0.2
H -4.13678 0.05413 0.41238 0.3 -0.4 -0.8
H -3.73660 0.44730 -1.32217 0.1 -1.0 1.1
H -5.47107 -1.30893 -1.33991 1.0 -0.5 0.3
H -4.60880 -2.36691 -0.17493 0.4 0.3 -0.9
H -4.59500 -2.99039 -2.73511 0.9 0.7 0.2
H -3.50847 -1.50206 -3.03784 -0.6 -0.7 0.6
H -3.19880 -4.19673 -3.72001 0.6 0.2 0.7
H -1.57921 -3.39192 -3.80117 -0.1 -0.8 0.7
H -0.31634 -6.93608 1.48612 -0.7 -0.2 0.6
H -1.11870 -8.54506 1.70030 -0.2 1.2 0.2
H -1.31343 -7.35633 3.02325 0.1 0.1 -1.2
H -2.80298 -5.28558 2.99012 -0.2 -0.2 -1.2
H -2.91281 -4.34881 1.45492 -0.1 -0.9 0.3
H -5.09139 -5.94213 2.96680 -0.2 0.9 -1.0
H -5.42313 -5.33215 1.24797 0.4 0.2 0.9
H -5.02290 -4.13207 2.61230 -0.1 -1.1 -0.5
C -2.37961 3.43924 -1.50383 0.5 -0.2 0.0
O -2.95798 2.35783 -1.48938 -0.1 0.5 -0.1
N -1.03042 3.54564 -1.54820 -0.1 -0.3 0.1
N -3.05050 4.62650 -1.47597 -0.6 0.3 0.0
H -0.53905 4.42265 -1.55925 0.1 0.0 0.2
H -0.49469 2.68474 -1.56835 0.0 0.3 -0.2
H -4.05308 4.58603 -1.44271 0.1 0.0 0.0
H -2.59939 5.52135 -1.48627 0.1 -0.1 0.0
C 2.35802 5.22150 -0.23823 0.2 -0.5 0.3
O 1.34277 5.61554 -0.81614 0.0 0.2 -0.1
N 2.32998 4.26719 0.71675 -0.1 -0.4 -0.5
N 3.59436 5.71778 -0.51384 0.1 0.3 -0.3
H 3.14522 3.93807 1.19736 0.0 0.1 0.0
H 1.43419 3.87663 0.95233 0.0 0.2 0.2
H 3.65619 6.43072 -1.21813 0.1 0.0 0.1
H 4.43520 5.41334 -0.05644 0.1 0.1 -0.1
C 0.68145 6.57311 2.85804 0.0 -0.2 -0.2
O 0.77582 5.36970 2.67780 -0.2 0.2 0.4
N 0.82964 7.47308 1.84906 0.2 0.1 -0.5
N 0.41952 7.11422 4.08033 -0.1 0.0 0.5
H 0.75628 8.46503 1.97144 0.0 0.0 0.1
H 1.02159 7.10531 0.92870 -0.1 0.0 0.0
H 0.30357 6.47702 4.84783 0.0 0.0 -0.1
H 0.33779 8.09875 4.24903 0.0 0.0 0.0
C 0.57673 -10.21603 3.55179 -0.3 0.2 0.1
O -0.38085 -9.48817 3.76712 0.3 -0.4 0.2
N 1.40899 -10.64207 4.54121 0.2 0.0 0.4
N 0.89347 -10.66265 2.30576 -0.1 0.0 -0.4
H 2.19975 -11.23858 4.38752 0.0 0.0 0.0
H 1.20643 -10.33227 5.47472 0.0 0.0 -0.1
H 0.30225 -10.36892 1.54890 0.1 0.0 0.0
H 1.67416 -11.25942 2.10863 0.0 0.0 0.0
C 6.63542 7.39816 -1.42802 0.1 -0.1 0.2
O 6.67105 6.44759 -0.65956 -0.1 0.1 -0.1
N 6.61606 7.24587 -2.77998 -0.1 -0.3 -0.4
N 6.61178 8.68693 -0.99579 0.0 0.3 0.3
H 6.58701 8.01059 -3.42780 0.0 0.0 0.0
H 6.63328 6.30668 -3.13549 0.0 0.1 0.0
H 6.62509 8.83723 -0.00255 0.0 0.0 -0.1
H 6.58262 9.48069 -1.60750 0.0 0.0 0.0
C 2.16075 1.89151 -2.42223 -0.1 0.1 0.0
O 0.96275 1.71571 -2.25921 0.3 -0.3 0.0
N 2.67366 3.08925 -2.80822 -0.1 0.4 -0.2
N 3.07750 0.90575 -2.23077 0.1 -0.4 0.1
H 3.65173 3.25861 -2.94545 0.0 0.0 0.1
H 2.02209 3.84059 -2.95948 0.1 0.0 0.1
H 2.73088 0.00696 -1.94435 0.0 0.1 0.0
H 4.06390 1.02848 -2.35863 0.0 0.0 0.0
```
Positions in Å, forces in eV/Å.

Here are the Mulliken charges for atoms 1 to 8, given in e: -0.987 -0.354 -0.418 -0.322 -0.192 -0.371 0.806 -0.619


Record 2
78
Properties=species:S:1:pos:R:3:forces:R:3 method="wB97M-V/def2-TZVPD" e_above_lowest_kcal_mol=98.5
N 1.45244 -1.31207 2.94824 0.1 -0.1 -0.1
C 0.31358 -0.84211 2.15687 -0.1 0.3 0.0
C -0.81219 -0.27448 3.00268 -0.1 0.2 -0.3
C -1.84925 0.37947 2.08008 0.3 -0.4 0.2
C -3.22711 0.53789 2.73287 -0.1 0.5 -0.4
C -4.08514 -0.53852 2.11380 0.0 -0.1 0.4
O -5.40203 -0.63565 2.73032 0.2 0.1 0.1
C -5.55952 -1.78882 3.41204 0.0 0.0 0.4
O -5.65145 -1.86621 4.60346 -0.2 0.1 -0.4
H 1.89728 -0.51670 3.39820 -0.1 -0.1 0.0
H 2.15653 -1.68465 2.31677 0.0 0.0 0.1
H -0.10050 -1.67559 1.58568 0.1 0.0 0.0
H 0.58157 -0.06296 1.43740 0.1 0.0 -0.1
H -1.28676 -1.06083 3.59281 0.1 0.0 0.1
H -0.41777 0.49279 3.67397 0.0 -0.1 0.2
H -1.43122 1.29573 1.67383 -0.1 0.2 0.0
H -1.96335 -0.30904 1.23606 0.0 0.2 -0.1
H -3.65024 1.52106 2.51591 -0.1 0.0 0.0
H -3.19900 0.44037 3.81813 0.1 -0.1 0.0
H -3.54488 -1.47108 2.25371 -0.2 -0.2 -0.1
H -4.17799 -0.35817 1.04460 -0.3 -0.1 0.0
H -5.62780 -2.68384 2.76864 0.1 0.0 -0.1
C -2.02078 -3.76726 0.48014 0.2 -0.1 0.1
O -2.26985 -2.69661 0.99935 -0.3 0.0 -0.1
N -2.98605 -4.55578 -0.09338 -0.1 0.0 0.0
N -0.74858 -4.25055 0.43411 0.2 0.0 -0.5
H -2.78682 -5.43316 -0.54087 0.1 0.0 0.0
H -3.92805 -4.20981 -0.07090 0.1 0.1 -0.2
H -0.03926 -3.69351 0.87653 -0.1 -0.1 0.3
H -0.51114 -5.14971 0.05479 -0.1 -0.2 0.3
C -2.55582 -7.66852 1.64360 -0.2 -0.1 0.0
O -1.63263 -7.26868 0.94556 0.1 0.0 -0.1
N -3.71778 -6.96185 1.75792 0.2 -0.1 -0.1
N -2.49231 -8.84249 2.33438 0.0 0.0 -0.1
H -4.51377 -7.25918 2.28883 0.0 0.0 0.0
H -3.71945 -6.09206 1.25446 -0.2 0.1 0.2
H -1.64556 -9.37494 2.26103 0.0 0.0 0.0
H -3.23752 -9.18146 2.91232 0.0 0.0 0.0
C 0.19536 3.49216 -0.29442 0.5 -0.1 0.0
O 0.04186 2.43297 0.32038 -0.6 0.1 0.0
N 1.41672 4.00030 -0.51690 -0.2 0.2 0.2
N -0.85076 4.20596 -0.81054 -0.2 0.0 0.0
H 1.58745 4.84738 -1.02994 0.1 -0.1 0.0
H 2.21497 3.47138 -0.19113 0.1 -0.1 -0.2
H -1.78140 3.85986 -0.67461 0.0 0.0 0.0
H -0.70541 5.06428 -1.30922 0.0 0.0 0.0
C 3.28404 0.94004 -0.78581 -1.3 -0.3 0.0
O 3.70396 2.05278 -0.46130 0.5 0.6 0.2
N 2.00230 0.54044 -0.64506 -1.8 7.0 1.4
N 4.12485 0.00439 -1.33217 2.8 0.8 -0.9
H 1.70918 -0.37820 -0.93400 -2.1 2.7 0.4
H 1.31425 1.16145 -0.21572 0.7 0.6 -0.2
H 5.08746 0.25417 -1.45143 0.1 0.5 0.1
H 3.81076 -0.91454 -1.58765 1.0 2.3 0.7
C 2.50830 -2.32184 -1.63422 -0.6 -2.6 -0.9
O 2.44577 -1.28069 -0.99875 0.8 -11.3 -0.5
N 1.50998 -3.25586 -1.61907 0.5 0.5 0.0
N 3.58851 -2.63219 -2.41352 -0.2 -0.1 0.1
H 1.55159 -4.10587 -2.14867 0.0 0.0 0.0
H 0.69721 -3.06824 -1.06166 -0.2 0.0 0.0
H 4.34186 -1.97124 -2.44206 0.3 -0.5 -0.5
H 3.66196 -3.48076 -2.94139 0.0 0.0 0.0
C 4.60883 5.62830 -1.67168 0.1 -0.4 0.2
O 3.41849 5.36258 -1.73916 -0.2 0.5 -0.4
N 5.09835 6.88431 -1.88641 0.0 0.1 -0.1
N 5.51262 4.65943 -1.36068 0.1 0.0 -0.1
H 6.07226 7.11184 -1.82585 0.0 0.0 0.0
H 4.43759 7.60648 -2.10606 0.0 0.0 0.0
H 5.14204 3.73979 -1.16662 -0.1 -0.1 0.1
H 6.49740 4.82743 -1.28128 0.0 0.0 0.0
C -0.32720 6.78628 -4.20568 0.1 -0.1 0.0
O -0.07894 7.91110 -3.81309 0.0 0.1 0.0
N -1.56350 6.43634 -4.68478 0.0 0.0 0.0
N 0.59823 5.78102 -4.19468 0.1 0.0 0.0
H -1.78844 5.51590 -5.01099 0.0 0.0 0.0
H -2.26600 7.15148 -4.70473 0.0 0.0 0.0
H 1.51547 5.99124 -3.83969 0.0 0.0 0.1
H 0.40312 4.84814 -4.50570 0.0 0.0 0.0


Record 3
70
Properties=species:S:1:pos:R:3:forces:R:3 method="wB97M-V/def2-TZVPD" e_above_lowest_kcal_mol=56.3 smiles="NC(N)=O.NC(N)=O.CCO.CCO.CCO.CCO.CO.CO.CO"
N -0.01893 0.96807 -1.42759 -1.7 0.2 7.4
C 0.17107 0.62607 -2.60559 4.8 -7.6 -7.1
N -0.19293 1.47407 -3.52059 -1.9 2.5 -5.2
O 0.88707 -0.48393 -3.04959 -3.5 5.1 2.8
H 0.27907 0.25507 -0.73459 -0.7 0.4 -0.2
H -0.74693 1.66607 -1.15759 0.9 -1.1 -0.3
H -0.01293 1.20807 -4.50959 -0.2 -0.1 1.4
H -0.91693 2.21007 -3.48059 0.7 -0.8 0.7
N 1.41407 3.23507 -1.18659 0.0 -1.9 3.4
C 2.20607 3.75707 -2.11659 4.4 4.9 4.5
N 1.87707 3.45207 -3.30159 3.2 1.6 -5.8
O 3.18107 4.63707 -1.82659 -3.6 -3.7 -1.1
H 1.86707 3.36307 -0.20959 -1.6 -0.3 -1.9
H 0.99107 2.25107 -1.39959 1.5 2.7 0.9
H 2.62207 3.59107 -3.99359 -0.6 0.4 0.5
H 1.25607 2.79807 -3.58759 -2.2 -2.3 -0.2
C 1.27307 0.70507 1.80741 1.2 -0.8 -0.5
C 0.69207 -0.71093 1.68541 0.9 -1.3 1.7
O 0.11407 -1.14693 0.44441 0.5 2.7 0.5
H 0.65007 1.40807 1.31441 -0.5 0.9 -0.1
H 2.28907 0.79907 1.35641 -0.7 -0.2 0.1
H 1.42407 0.97307 2.87541 -0.5 -0.2 -0.7
H -0.00793 -0.85693 2.52941 -0.2 0.1 -0.5
H 1.52207 -1.39393 1.96041 -0.3 0.1 -0.3
H -0.00493 -2.08293 0.44741 -0.1 -1.4 0.3
C -2.96093 -0.30293 -1.90859 0.4 -1.0 2.1
C -2.79393 -0.36793 -0.33259 -0.8 -0.2 -1.4
O -3.95793 0.07607 0.31041 -0.2 0.6 1.4
H -2.74493 0.66107 -2.37959 -0.9 0.1 0.3
H -3.88693 -0.86693 -2.19559 0.8 1.0 0.0
H -2.09093 -0.87193 -2.16959 0.4 -0.8 -0.8
H -1.91293 0.13707 0.04241 0.2 0.4 -0.2
H -2.68393 -1.39293 0.01541 0.5 -0.6 -0.7
H -3.72293 -0.03093 1.25741 -0.8 0.4 -0.6
C -1.52893 2.28407 2.75541 1.6 -1.1 -1.5
C -1.37693 2.01807 4.26541 -0.1 1.1 -2.2
O -2.56293 1.35907 4.67141 0.9 -0.7 -2.3
H -0.74593 2.83807 2.19841 0.3 0.1 1.3
H -2.39593 2.76407 2.36041 -1.2 0.1 0.6
H -1.40693 1.32807 2.22241 -0.6 -0.1 0.2
H -1.28293 3.00107 4.67541 0.0 0.6 1.0
H -0.41193 1.50407 4.39641 -0.5 -0.4 0.4
H -2.72393 1.50707 5.56341 -0.3 0.4 2.5
C -1.89093 -4.29493 -1.61159 -2.0 1.0 -1.0
C -0.58493 -3.55693 -1.80759 1.3 -1.5 0.5
O 0.15407 -3.96093 -2.97159 -1.3 -0.5 0.3
H -2.43893 -4.17893 -0.65859 0.7 0.9 -0.1
H -1.95493 -5.36893 -1.66259 0.9 -0.5 -0.7
H -2.57293 -3.86393 -2.37459 0.0 -0.7 0.3
H -0.00393 -3.83593 -0.93859 0.7 0.3 0.3
H -0.67793 -2.48893 -1.81959 -0.4 0.6 0.1
H 0.88007 -3.34493 -3.07659 0.3 0.4 0.1
C 3.48607 3.77407 1.58641 0.6 -0.8 1.9
O 2.05407 3.88007 1.57041 -0.1 1.3 0.1
H 3.91007 3.81207 0.57241 0.0 0.3 0.4
H 3.80907 2.80007 2.12141 -0.8 1.3 -1.0
H 3.81807 4.57807 2.28441 0.4 -0.5 -0.9
H 1.88607 4.86207 1.60841 0.0 -1.6 -0.2
C -1.69893 -3.79093 2.22441 1.2 1.1 0.6
O -0.50893 -3.81593 1.40041 -0.3 -1.8 0.1
H -1.53193 -3.10793 3.08741 0.1 -0.5 -0.5
H -1.87093 -4.78293 2.61641 -0.5 -0.1 0.0
H -2.50493 -3.34793 1.66441 -0.6 -0.3 -0.3
H -0.43793 -4.76993 1.11241 0.2 1.8 0.2
C 2.78107 -2.17293 -0.85859 -0.8 1.9 0.2
O 2.72507 -2.46693 -2.24859 0.5 -0.3 0.7
H 3.75307 -1.73093 -0.45559 -1.1 -1.1 -0.6
H 2.23307 -2.85793 -0.21259 1.0 -1.2 0.1
H 2.02407 -1.40393 -0.75859 0.3 0.9 -0.2
H 3.54107 -2.90993 -2.45559 0.4 -0.4 -0.4


Number 1: orbital gap 7.961 eV, LUMO level 0.12 eV. Number 2: orbital gap 8.261 eV, LUMO level 0.05 eV. Number 3: orbital gap 9.212 eV, LUMO level 0.38 eV.